The following is a quantum chemistry calculation of 3 unconnected molecules or ions with the total composition C4H8N2O at a distorted geometry, from the OMol25 dataset.

Last columns: bonded neighbours and bond lengths (Å).
Cartesian coordinates (Å):
1 C -0.7548 -1.8261 -0.0913  C3 1.442, H10 1.091, H11 1.092, H12 1.102
2 C 1.3560 1.7018 -0.0206  C4 1.452, H13 1.091, H14 1.094, H15 1.092
3 C 0.1154 -0.6770 -0.0745  C1 1.442, C4 1.243
4 C 0.5983 0.4638 0.0269  C2 1.452, C3 1.243
5 O 2.0475 -1.0836 -0.0656  H8 0.970
6 N -1.4462 1.2292 -0.0140  N7 1.193
7 N -2.4654 0.6113 -0.0643  N6 1.193, H9 1.050
8 H 2.1997 -1.3622 0.8506  O5 0.970
9 H -3.3192 1.2168 -0.1525  N7 1.050
10 H -0.5324 -2.4538 -0.9562  C1 1.091
11 H -0.6399 -2.4228 0.8158  C1 1.092
12 H -1.7963 -1.4721 -0.1578  C1 1.102
13 H 2.1160 1.6521 -0.8017  C2 1.091
14 H 0.6751 2.5315 -0.2313  C2 1.094
15 H 1.8463 1.8913 0.9364  C2 1.092

Results
ΔE to the lowest compared entry with this formula, charge and spin ... 758.01 kJ/mol
Orbital gap (alpha / beta) ... 6.97 / 6.98 eV
Total energy ... -341.7149 hartree



The following is a quantum chemistry calculation of 21 unconnected molecules or ions with the total composition C47H136O21 at a distorted geometry, from the OMol25 dataset.

Last columns: bonded neighbours and bond lengths (Å).
Cartesian coordinates (Å):
1 C 4.7960 -2.7666 -2.5267  C2 1.531, H4 1.090, H5 1.090, H6 1.090
2 C 5.0473 -1.4843 -1.7285  C1 1.531, O3 1.380, H7 1.090, H8 1.090
3 O 5.3086 -1.9363 -0.4511  C2 1.380, H9 0.960
4 H 3.9518 -3.2976 -2.0869  C1 1.090
5 H 5.6173 -3.4816 -2.5752  C1 1.090
6 H 4.6200 -2.4975 -3.5682  C1 1.090
7 H 4.1515 -0.8727 -1.6214  C2 1.090
8 H 5.8769 -0.9840 -2.2281  C2 1.090
9 H 6.2358 -1.8403 -0.2216  O3 0.960
10 C 0.6333 -0.7581 -0.7221  C11 1.471, H13 1.090, H14 1.090, H15 1.090
11 C -0.3243 -0.1502 0.2150  C10 1.471, O12 1.397, H16 1.090, H17 1.090
12 O 0.5007 0.2569 1.2660  C11 1.397, H18 0.960
13 H 1.2485 -0.0172 -1.2328  C10 1.090
14 H 0.2830 -1.2213 -1.6446  C10 1.090
15 H 0.9854 -1.6857 -0.2709  C10 1.090
16 H -0.9652 -0.9821 0.5071  C11 1.090
17 H -0.9427 0.6618 -0.1677  C11 1.090
18 H 1.1734 0.8547 0.9317  O12 0.960
19 C 2.7893 1.8960 5.7923  C20 1.539, H22 1.090, H23 1.090, H24 1.090
20 C 3.7282 1.2255 6.8111  C19 1.539, O21 1.396, H25 1.090, H26 1.090
21 O 3.1382 0.0436 7.2611  C20 1.396, H27 0.960
22 H 1.7689 2.1335 6.0930  C19 1.090
23 H 2.5414 1.2852 4.9242  C19 1.090
24 H 3.2342 2.8361 5.4662  C19 1.090
25 H 3.9678 1.7856 7.7149  C20 1.090
26 H 4.6627 0.9658 6.3138  C20 1.090
27 H 2.7148 -0.2466 6.4499  O21 0.960
28 C 5.4681 1.4230 -4.5527  C29 1.516, H31 1.090, H32 1.090, H33 1.090
29 C 6.2087 0.8941 -5.7650  C28 1.516, O30 1.384, H34 1.090, H35 1.090
30 O 5.7332 1.5164 -6.9057  C29 1.384, H36 0.960
31 H 5.3297 0.7380 -3.7162  C28 1.090
32 H 4.4693 1.7273 -4.8657  C28 1.090
33 H 5.8212 2.3487 -4.0983  C28 1.090
34 H 6.0414 -0.1548 -6.0098  C29 1.090
35 H 7.2917 0.9946 -5.6930  C29 1.090
36 H 5.7905 2.4422 -6.6586  O30 0.960
37 C -3.7614 -4.7382 3.3369  C38 1.499, H40 1.090, H41 1.090, H42 1.090
38 C -2.9945 -6.0232 3.4220  C37 1.499, O39 1.431, H43 1.090, H44 1.090
39 O -2.4550 -6.5634 2.2111  C38 1.431, H45 0.960
40 H -3.1011 -3.8882 3.1648  C37 1.090
41 H -4.3444 -4.4171 4.2000  C37 1.090
42 H -4.4764 -4.7304 2.5141  C37 1.090
43 H -3.7274 -6.7650 3.7392  C38 1.090
44 H -2.1962 -5.9199 4.1570  C38 1.090
45 H -2.0500 -5.8591 1.6998  O39 0.960
46 C -2.5761 0.0203 5.6314  C47 1.538, H49 1.090, H50 1.090, H51 1.090
47 C -1.2073 0.2646 4.9743  C46 1.538, O48 1.453, H52 1.090, H53 1.090
48 O -0.9606 -0.8441 4.0688  C47 1.453, H54 0.960
49 H -2.7288 -0.9279 6.1468  C46 1.090
50 H -3.3720 -0.2294 4.9297  C46 1.090
51 H -2.8890 0.8765 6.2291  C46 1.090
52 H -0.4254 0.3412 5.7298  C47 1.090
53 H -1.2373 1.2209 4.4520  C47 1.090
54 H -0.4226 -0.4897 3.3570  O48 0.960
55 C 3.2109 -5.1645 -5.4705  C56 1.572, H58 1.090, H59 1.090, H60 1.090
56 C 2.5027 -6.1434 -4.4654  C55 1.572, O57 1.377, H61 1.090, H62 1.090
57 O 1.5126 -5.4287 -3.8294  C56 1.377, H63 0.960
58 H 2.4455 -4.6906 -6.0850  C55 1.090
59 H 3.7676 -5.7436 -6.2073  C55 1.090
60 H 3.8839 -4.4194 -5.0462  C55 1.090
61 H 3.2620 -6.4666 -3.7532  C56 1.090
62 H 2.0894 -7.0392 -4.9288  C56 1.090
63 H 0.9875 -5.9189 -3.1927  O57 0.960
64 C 0.4388 -4.4035 2.4677  C65 1.575, H67 1.090, H68 1.090, H69 1.090
65 C 1.8668 -3.7807 2.2331  C64 1.575, O66 1.385, H70 1.090, H71 1.090
66 O 1.8221 -2.4234 2.5061  C65 1.385, H72 0.960
67 H -0.2588 -4.0729 1.6983  C64 1.090
68 H -0.0916 -3.9123 3.2835  C64 1.090
69 H 0.4231 -5.4796 2.2946  C64 1.090
70 H 1.9258 -3.9166 1.1532  C65 1.090
71 H 2.7101 -4.1767 2.7990  C65 1.090
72 H 1.4855 -1.9639 1.7333  O66 0.960
73 C 2.6115 -6.4457 -0.1905  C74 1.470, H76 1.090, H77 1.090, H78 1.090
74 C 1.2405 -6.7004 -0.6544  C73 1.470, O75 1.411, H79 1.090, H80 1.090
75 O 1.1947 -7.4013 -1.8776  C74 1.411, H81 0.960
76 H 2.5199 -5.8241 0.7002  C73 1.090
77 H 3.2510 -6.0369 -0.9728  C73 1.090
78 H 2.9176 -7.3875 0.2649  C73 1.090
79 H 1.0184 -5.6599 -0.8916  C74 1.090
80 H 0.6483 -7.1220 0.1578  C74 1.090
81 H 1.0324 -8.3265 -1.6792  O75 0.960
82 C 4.9695 -0.1925 2.2989  C83 1.511, H85 1.090, H86 1.090, H87 1.090
83 C 3.8686 0.8072 2.0333  C82 1.511, O84 1.412, H88 1.090, H89 1.090
84 O 3.6916 0.9816 0.6430  C83 1.412, H90 0.960
85 H 4.7594 -1.1475 1.8173  C82 1.090
86 H 4.9610 -0.5234 3.3374  C82 1.090
87 H 6.0029 0.1534 2.3213  C82 1.090
88 H 4.0452 1.7581 2.5359  C83 1.090
89 H 2.9423 0.4325 2.4688  C83 1.090
90 H 4.0560 0.1846 0.2512  O84 0.960
91 O 1.7099 -1.1927 4.8581  H92 0.957, H93 0.957
92 H 2.0580 -1.4556 4.0060  O91 0.957
93 H 0.7620 -1.2930 4.7713  O91 0.957
94 O -2.8243 2.3767 0.9467  H95 0.957, H96 0.957
95 H -3.4066 3.0904 1.2071  O94 0.957
96 H -3.2442 1.9931 0.1768  O94 0.957
97 C -5.6105 0.4179 -3.4838  C98 1.546, H101 1.090, H102 1.090, H103 1.090
98 C -5.5114 1.3395 -2.2467  C97 1.546, C99 1.523, O100 1.356, H104 1.090
99 C -6.8331 1.8182 -1.6608  C98 1.523, H105 1.090, H106 1.090, H107 1.090
100 O -4.7213 0.6583 -1.3805  C98 1.356, H108 0.960
101 H -4.6620 -0.0549 -3.7386  C97 1.090
102 H -6.0489 0.9503 -4.3278  C97 1.090
103 H -6.2819 -0.3844 -3.1780  C97 1.090
104 H -4.9663 2.2418 -2.5238  C98 1.090
105 H -6.7067 2.3384 -0.7113  C99 1.090
106 H -7.4336 0.9086 -1.6520  C99 1.090
107 H -7.2529 2.5190 -2.3825  C99 1.090
108 H -5.2332 -0.0536 -0.9898  O100 0.960
109 C 2.2192 4.0400 2.7303  C110 1.587, H113 1.090, H114 1.090, H115 1.090
110 C 0.8730 4.8207 3.0411  C109 1.587, C111 1.570, O112 1.421, H116 1.090
111 C -0.4897 4.0547 3.1909  C110 1.570, H117 1.090, H118 1.090, H119 1.090
112 O 1.2739 5.7241 4.0626  C110 1.421, H120 0.960
113 H 2.3891 3.3153 3.5266  C109 1.090
114 H 3.0809 4.6557 2.4727  C109 1.090
115 H 2.0103 3.3998 1.8732  C109 1.090
116 H 0.8200 5.3932 2.1150  C110 1.090
117 H -0.5334 3.3153 3.9907  C111 1.090
118 H -0.6986 3.6025 2.2214  C111 1.090
119 H -1.2106 4.8695 3.2573  C111 1.090
120 H 0.4570 6.0985 4.4004  O112 0.960
121 C -7.0199 -2.1175 2.8011  C122 1.512, H125 1.090, H126 1.090, H127 1.090
122 C -6.3993 -1.3784 1.6365  C121 1.512, C123 1.493, O124 1.415, H128 1.090
123 C -5.1117 -0.7372 2.0349  C122 1.493, H129 1.090, H130 1.090, H131 1.090
124 O -6.1776 -2.2290 0.5279  C122 1.415, H132 0.960
125 H -7.9374 -2.6104 2.4795  C121 1.090
126 H -7.4179 -1.4803 3.5908  C121 1.090
127 H -6.3391 -2.8064 3.3010  C121 1.090
128 H -7.1508 -0.6769 1.2742  C122 1.090
129 H -5.3157 0.0221 2.7899  C123 1.090
130 H -4.7363 -0.1373 1.2059  C123 1.090
131 H -4.3322 -1.4318 2.3477  C123 1.090
132 H -6.7249 -3.0102 0.6364  O124 0.960
133 C 1.2570 -1.0308 -6.1048  C134 1.485, H137 1.090, H138 1.090, H139 1.090
134 C -0.2030 -0.7868 -6.2270  C133 1.485, C135 1.599, O136 1.424, H140 1.090
135 C -0.9154 -1.5148 -4.9940  C134 1.599, H141 1.090, H142 1.090, H143 1.090
136 O -0.6472 0.5658 -6.2025  C134 1.424, H144 0.960
137 H 1.9896 -0.4995 -6.7124  C133 1.090
138 H 1.3621 -2.0943 -6.3196  C133 1.090
139 H 1.4175 -1.0023 -5.0271  C133 1.090
140 H -0.5163 -1.2425 -7.1663  C134 1.090
141 H -0.7805 -2.5841 -5.1566  C135 1.090
142 H -1.9994 -1.4138 -5.0479  C135 1.090
143 H -0.5255 -1.3831 -3.9847  C135 1.090
144 H -0.4951 0.9453 -7.0711  O136 0.960
145 C -1.9335 5.7843 -0.6110  C146 1.443, H149 1.090, H150 1.090, H151 1.090
146 C -2.4956 6.9049 0.1032  C145 1.443, C147 1.520, O148 1.418, H152 1.090
147 C -3.7285 7.5094 -0.5488  C146 1.520, H153 1.090, H154 1.090, H155 1.090
148 O -2.9013 6.5811 1.4223  C146 1.418, H156 0.960
149 H -0.9967 5.3786 -0.2290  C145 1.090
150 H -1.6784 6.1015 -1.6222  C145 1.090
151 H -2.7432 5.0557 -0.6490  C145 1.090
152 H -1.7974 7.7244 0.2736  C146 1.090
153 H -3.8666 8.5295 -0.1905  C147 1.090
154 H -4.6968 7.0202 -0.4422  C147 1.090
155 H -3.4654 7.6926 -1.5905  C147 1.090
156 H -3.3676 5.7516 1.2951  O148 0.960
157 C 1.8487 4.1610 -4.1281  C158 1.579, H161 1.090, H162 1.090, H163 1.090
158 C 1.8021 2.5937 -3.9391  C157 1.579, C159 1.511, O160 1.452, H164 1.090
159 C 0.5524 2.1773 -3.1987  C158 1.511, H165 1.090, H166 1.090, H167 1.090
160 O 1.7126 1.8775 -5.1988  C158 1.452, H168 0.960
161 H 2.7262 4.5420 -4.6505  C157 1.090
162 H 1.8855 4.6453 -3.1523  C157 1.090
163 H 0.8980 4.5731 -4.4664  C157 1.090
164 H 2.6198 2.1697 -3.3563  C158 1.090
165 H -0.4111 2.5456 -3.5511  C159 1.090
166 H 0.6837 2.5035 -2.1669  C159 1.090
167 H 0.4868 1.0896 -3.1747  C159 1.090
168 H 0.8306 1.5139 -5.3064  O160 0.960
169 C -4.7212 3.1257 3.3149  C170 1.565, H173 1.090, H174 1.090, H175 1.090
170 C -5.4839 3.8054 2.1298  C169 1.565, C171 1.567, O172 1.390, H176 1.090
171 C -6.2960 5.0019 2.7323  C170 1.567, H177 1.090, H178 1.090, H179 1.090
172 O -4.6145 4.4231 1.2387  C170 1.390, H180 0.960
173 H -5.4552 2.7286 4.0160  C169 1.090
174 H -4.0699 3.7844 3.8894  C169 1.090
175 H -4.2010 2.2807 2.8638  C169 1.090
176 H -6.0864 3.0511 1.6237  C170 1.090
177 H -7.1133 4.6507 3.3621  C171 1.090
178 H -6.7382 5.5844 1.9241  C171 1.090
179 H -5.6482 5.6296 3.3443  C171 1.090
180 H -5.2485 4.4962 0.5215  O172 0.960
181 C 5.2882 3.9634 -0.4991  C182 1.522, H185 1.090, H186 1.090, H187 1.090
182 C 6.2310 3.2177 0.4351  C181 1.522, C183 1.615, O184 1.403, H188 1.090
183 C 6.9748 2.0048 -0.3295  C182 1.615, H189 1.090, H190 1.090, H191 1.090
184 O 7.2743 4.0587 0.8499  C182 1.403, H192 0.960
185 H 4.9053 4.9325 -0.1796  C181 1.090
186 H 4.3796 3.3825 -0.6578  C181 1.090
187 H 5.8428 4.1220 -1.4240  C181 1.090
188 H 5.8507 2.8411 1.3846  C182 1.090
189 H 6.4150 1.0983 -0.0991  C183 1.090
190 H 7.9994 1.9237 0.0335  C183 1.090
191 H 7.2212 2.3212 -1.3430  C183 1.090
192 H 6.8182 4.7862 1.2792  O184 0.960
193 C -2.7714 -3.3798 -0.3666  C194 1.524, H197 1.090, H198 1.090, H199 1.090
194 C -2.3082 -4.6314 -1.1029  C193 1.524, C195 1.500, O196 1.343, H200 1.090
195 C -1.4658 -4.3031 -2.2993  C194 1.500, H201 1.090, H202 1.090, H203 1.090
196 O -1.5198 -5.2421 -0.2040  C194 1.343, H204 0.960
197 H -3.5478 -3.6028 0.3652  C193 1.090
198 H -3.1595 -2.6447 -1.0716  C193 1.090
199 H -1.8954 -2.8093 -0.0579  C193 1.090
200 H -3.2303 -5.1704 -1.3202  C194 1.090
201 H -0.5631 -3.7626 -2.0143  C195 1.090
202 H -2.0225 -3.6734 -2.9932  C195 1.090
203 H -1.2243 -5.1586 -2.9301  C195 1.090
204 H -0.7305 -5.5197 -0.6746  O196 0.960

Results
Orbital gap ... 9.36 eV
Total energy ... -3452.0104 hartree